Here is C32H80O17Si2 as an isolated structure from the Open Molecules 2025 dataset. Energies are from ωB97M-V/def2-TZVPD.

## Properties
DFT total energy: -3125.00279 hartree
Frontier orbital gap: 9.645 eV
Molar mass: 793.15 g/mol
Total charge: 0
Multiplicity: 1
Highest occupied orbital energy: -9.04 eV

Last column: Mulliken charge in e.
Atoms and positions in Å:
C: 1.329 5.419 -5.390  -0.712
O: 0.268 4.650 -4.866  -0.316
C: 0.325 4.531 -3.450  0.147
Si: 1.549 3.227 -2.866  0.304
O: 1.385 1.904 -3.837  0.098
Si: 2.502 1.268 -4.866  0.420
H: 2.307 5.007 -5.114  0.276
H: 1.236 5.406 -6.474  0.249
H: 1.275 6.456 -5.036  0.290
H: -0.672 4.213 -3.126  -0.411
H: 0.499 5.501 -2.960  0.384
H: 2.953 3.691 -3.023  -0.206
H: 1.306 2.881 -1.449  -0.146
H: 1.800 0.357 -5.788  -0.129
H: 3.169 2.346 -5.633  -0.176
H: 3.527 0.519 -4.103  -0.141
C: 1.528 7.852 1.656  -0.760
O: 1.616 6.657 2.394  -0.318
C: 1.104 5.518 1.733  -0.352
C: 1.966 4.290 1.929  -0.327
O: 3.229 4.324 1.283  -0.392
C: 4.221 5.203 1.789  -0.350
C: 4.801 4.817 3.132  -0.526
O: 3.892 5.036 4.192  -0.335
C: 3.880 4.023 5.172  -0.835
H: 0.508 8.255 1.649  0.316
H: 2.186 8.577 2.132  0.239
H: 1.853 7.707 0.619  0.339
H: 0.994 5.712 0.659  0.176
H: 0.108 5.284 2.136  0.396
H: 1.425 3.470 1.449  0.476
H: 2.074 4.047 2.989  -0.002
H: 3.880 6.240 1.801  0.126
H: 5.040 5.127 1.068  0.407
H: 5.697 5.432 3.292  0.390
H: 5.115 3.767 3.102  0.316
H: 3.872 3.025 4.718  0.283
H: 2.970 4.145 5.758  0.328
H: 4.741 4.098 5.844  0.409
C: -6.535 2.481 -0.066  -0.759
O: -6.222 3.753 -0.583  -0.318
C: -5.212 4.445 0.121  -0.573
C: -4.252 5.147 -0.814  -0.436
O: -3.419 4.281 -1.563  -0.249
C: -3.975 3.570 -2.657  -0.120
C: -4.327 4.411 -3.863  -0.564
O: -5.470 5.212 -3.633  -0.324
C: -5.388 6.514 -4.162  -0.768
H: -7.148 2.547 0.840  0.320
H: -7.099 1.949 -0.830  0.233
H: -5.629 1.909 0.166  0.344
H: -4.651 3.758 0.766  0.338
H: -5.671 5.210 0.763  0.392
H: -3.564 5.715 -0.181  0.400
H: -4.785 5.855 -1.452  0.146
H: -4.823 2.954 -2.350  0.176
H: -3.174 2.895 -2.970  0.117
H: -4.531 3.723 -4.695  0.417
H: -3.467 5.032 -4.139  0.300
H: -4.419 6.976 -3.941  0.348
H: -6.174 7.106 -3.694  0.237
H: -5.539 6.525 -5.247  0.324
C: 5.939 -1.331 10.434  -0.784
O: 4.670 -0.906 10.000  -0.296
C: 4.316 0.402 10.401  -0.554
C: 3.621 1.176 9.302  -0.306
O: 4.443 1.546 8.208  -0.415
C: 4.867 0.530 7.311  -0.390
C: 3.781 -0.072 6.448  -0.403
O: 2.906 -0.904 7.182  -0.309
C: 1.549 -0.784 6.828  -0.770
H: 5.938 -1.607 11.495  0.321
H: 6.207 -2.208 9.846  0.233
H: 6.697 -0.555 10.276  0.360
H: 5.203 0.957 10.729  0.349
H: 3.622 0.345 11.251  0.368
H: 3.318 2.128 9.748  0.402
H: 2.716 0.660 8.977  0.123
H: 5.425 -0.245 7.840  0.102
H: 5.556 1.034 6.627  0.459
H: 4.276 -0.669 5.669  0.389
H: 3.224 0.733 5.953  0.221
H: 1.251 0.267 6.732  0.344
H: 0.963 -1.243 7.623  0.238
H: 1.324 -1.297 5.886  0.323
C: -1.380 -0.112 -2.940  -0.295
O: -1.910 -1.061 -3.839  -0.329
C: -1.936 -0.626 -5.186  -0.261
C: -1.479 -1.707 -6.140  -0.363
O: -0.097 -2.011 -6.067  -0.426
C: 0.385 -2.746 -4.958  -0.198
C: 0.013 -4.211 -4.956  -0.671
O: -1.360 -4.408 -4.672  -0.299
C: -1.981 -5.397 -5.460  -0.912
H: -2.109 0.675 -2.712  0.152
H: -1.131 -0.632 -2.016  0.303
H: -0.474 0.353 -3.338  0.110
H: -1.304 0.260 -5.319  0.137
H: -2.965 -0.352 -5.458  0.369
H: -1.619 -1.311 -7.149  0.390
H: -2.102 -2.598 -6.038  0.096
H: 0.107 -2.282 -4.009  0.106
H: 1.473 -2.701 -5.052  0.380
H: 0.618 -4.706 -4.183  0.367
H: 0.274 -4.655 -5.924  0.391
H: -1.703 -5.300 -6.515  0.434
H: -3.058 -5.261 -5.368  0.240
H: -1.724 -6.408 -5.122  0.333
C: -2.668 -11.987 0.609  -0.774
O: -1.868 -10.905 0.197  -0.306
C: -0.749 -11.263 -0.590  -0.552
C: -0.537 -10.308 -1.743  -0.264
O: -1.521 -10.378 -2.759  -0.435
C: -2.794 -9.805 -2.513  -0.421
C: -2.820 -8.293 -2.520  -0.069
O: -2.197 -7.748 -1.376  -0.344
C: -1.397 -6.613 -1.624  -0.741
H: -2.209 -12.545 1.434  0.324
H: -3.617 -11.578 0.952  0.236
H: -2.859 -12.681 -0.217  0.352
H: -0.862 -12.282 -0.980  0.345
H: 0.157 -11.239 0.032  0.361
H: 0.389 -10.619 -2.235  0.393
H: -0.399 -9.288 -1.378  0.093
H: -3.245 -10.191 -1.597  0.146
H: -3.407 -10.132 -3.357  0.407
H: -3.873 -7.979 -2.546  0.429
H: -2.338 -7.928 -3.434  -0.108
H: -0.766 -6.750 -2.510  0.299
H: -0.752 -6.479 -0.756  0.340
H: -2.004 -5.713 -1.764  0.315

Atoms 1-2, force components in eV/Å:
0.014 -0.042 0.060
0.049 0.112 -0.025

Here is C11H19N2 as an isolated structure in a non-equilibrium geometry from the Open Molecules 2025 dataset. Energies are from ωB97M-V/def2-TZVPD.

## Properties
DFT total energy: -539.66000 hartree
Frontier orbital gap: 8.803 eV
Molar mass: 179.29 g/mol
Total charge: +1
Multiplicity: 1
Highest occupied orbital energy: -11.67 eV

Last column: natural (NBO) charge in e.
Atoms and positions in Å:
C: -1.297 0.785 0.909  0.169
C: 1.177 -1.057 0.505  0.134
C: -2.546 1.300 1.190  -0.443
C: 2.148 -1.944 0.320  -0.416
C: -0.379 0.224 1.954  -0.291
C: -0.275 0.026 -2.543  -0.433
C: 1.022 0.513 -1.962  -0.430
C: -1.367 0.595 -1.564  -0.217
C: 0.809 0.611 -0.466  0.268
C: 1.727 1.681 0.054  -0.658
C: -0.948 -1.856 0.970  -0.418
N: -0.611 0.748 -0.344  -0.514
N: 0.113 -1.109 1.516  -0.404
H: -3.129 1.781 0.364  0.245
H: -2.791 1.201 2.226  0.222
H: 2.069 -2.697 1.188  0.200
H: 2.835 -1.967 -0.512  0.267
H: 0.419 0.982 2.244  0.260
H: -0.914 0.189 2.871  0.251
H: -0.261 0.406 -3.582  0.242
H: -0.305 -1.030 -2.640  0.217
H: 1.875 -0.263 -2.205  0.237
H: 1.346 1.563 -2.276  0.234
H: -1.621 1.624 -1.898  0.214
H: -2.182 -0.106 -1.254  0.213
H: 2.791 1.581 -0.399  0.241
H: 1.848 1.556 1.084  0.206
H: 1.368 2.687 -0.203  0.245
H: -1.815 -1.967 1.524  0.245
H: -1.141 -1.495 -0.024  0.240
H: -0.495 -2.853 0.761  0.232
H: 0.528 -1.709 2.191  0.440

Atoms 1-2, force components in eV/Å:
0.069 1.283 -1.026
0.728 4.442 -3.750

Here is C34H54HgN3OP2S as an isolated structure from the Open Molecules 2025 dataset. Energies are from ωB97M-V/def2-TZVPD.

## Properties
DFT total energy: -2801.74887 hartree
Frontier orbital gap (spin up / spin down): 6.893 / 4.896 eV
Molar mass: 815.43 g/mol
⟨S²⟩: 0.796
Total charge: 0
Multiplicity: 2
Highest occupied orbital energy (spin up / spin down): -6.16 / -6.17 eV

Last column: Mulliken spin population.
Atoms and positions in Å:
Hg: -0.245 -1.527 1.038  0.008
C: 4.172 1.250 -2.072  0.000
C: 3.162 0.105 -2.028  0.020
C: 2.037 0.347 -3.043  -0.012
P: 2.345 -0.254 -0.369  0.001
C: 3.638 -1.187 0.617  0.005
C: 5.119 -1.039 0.264  0.001
C: 3.417 -1.005 2.124  -0.006
C: 2.255 1.413 0.382  0.068
C: 3.308 2.062 1.022  -0.038
C: 3.164 3.305 1.627  0.090
C: 4.331 3.992 2.288  -0.011
C: 1.894 3.896 1.619  -0.050
C: 0.831 3.296 0.983  0.132
C: 0.986 2.056 0.309  0.005
N: -0.040 1.416 -0.342  0.498
C: -1.048 2.121 -0.945  -0.005
C: -0.818 3.404 -1.507  0.131
C: -1.832 4.149 -2.063  -0.063
C: -3.134 3.654 -2.091  0.123
C: -4.264 4.468 -2.666  -0.012
C: -3.351 2.358 -1.628  -0.049
C: -2.349 1.549 -1.101  0.103
P: -2.583 -0.242 -0.707  -0.001
C: -4.270 -0.555 0.059  0.002
C: -4.070 -0.869 1.546  -0.001
C: -5.405 0.461 -0.087  -0.002
C: -2.802 -0.942 -2.424  0.018
C: -1.468 -0.771 -3.160  -0.007
C: -3.963 -0.436 -3.275  -0.001
H: 4.524 1.394 -3.099  0.000
H: 5.045 1.055 -1.447  0.000
H: 3.718 2.185 -1.741  -0.001
H: 3.668 -0.831 -2.284  0.001
H: 1.375 1.152 -2.709  0.007
H: 1.428 -0.548 -3.171  0.001
H: 2.450 0.628 -4.018  0.000
H: 3.349 -2.215 0.382  0.001
H: 5.502 -0.048 0.516  0.000
H: 5.316 -1.225 -0.793  0.000
H: 5.698 -1.768 0.840  0.000
H: 3.801 -0.043 2.470  0.003
H: 3.942 -1.792 2.675  -0.001
H: 2.357 -1.058 2.383  0.005
H: 4.288 1.599 1.031  0.001
H: 5.074 3.269 2.628  0.001
H: 4.004 4.584 3.144  0.003
H: 4.829 4.673 1.592  0.009
H: 1.747 4.844 2.129  -0.001
H: -0.152 3.741 1.039  -0.005
H: 0.192 3.792 -1.507  0.000
H: -1.619 5.127 -2.482  0.000
H: -4.053 5.534 -2.591  0.003
H: -5.199 4.263 -2.142  0.003
H: -4.417 4.232 -3.722  0.012
H: -4.352 1.966 -1.717  -0.001
H: -4.567 -1.485 -0.438  0.000
H: -3.669 -0.007 2.077  0.000
H: -3.370 -1.694 1.688  0.001
H: -5.026 -1.140 2.008  0.000
H: -5.152 1.397 0.417  0.000
H: -6.305 0.060 0.389  0.000
H: -5.656 0.676 -1.125  0.000
H: -2.948 -2.008 -2.223  -0.001
H: -1.299 0.281 -3.407  0.000
H: -1.461 -1.343 -4.092  -0.001
H: -0.636 -1.108 -2.536  0.003
H: -3.854 0.628 -3.490  0.002
H: -4.930 -0.604 -2.796  0.000
H: -3.974 -0.966 -4.233  0.000
C: -0.474 -6.367 -0.394  0.000
C: 0.115 -6.129 -1.788  0.000
C: 0.285 -4.611 -1.805  0.000
O: -0.679 -4.083 -0.894  0.000
C: -1.360 -5.142 -0.230  0.000
H: 0.317 -6.365 0.358  0.000
H: -1.035 -7.297 -0.313  0.000
H: -0.591 -6.449 -2.556  0.000
H: 1.060 -6.646 -1.949  0.000
H: 0.121 -4.174 -2.792  0.000
H: 1.283 -4.321 -1.463  0.000
H: -2.338 -5.308 -0.697  0.000
H: -1.519 -4.847 0.808  0.000
C: -0.910 -1.349 4.881  0.000
N: 0.183 -0.410 4.727  0.001
C: 1.484 -0.581 5.187  0.001
C: 2.205 0.463 4.751  -0.001
N: 1.333 1.273 4.039  0.001
C: 0.085 0.735 3.996  -0.001
S: -1.276 1.336 3.229  0.001
H: -0.719 -1.985 5.744  0.000
H: -1.017 -1.956 3.985  0.000
H: -1.834 -0.794 5.026  0.000
H: 1.777 -1.436 5.772  0.000
H: 3.241 0.715 4.906  0.000
H: 1.579 2.054 3.458  0.000

Atoms 1-2, force components in eV/Å:
0.019 -0.201 0.333
0.054 -0.109 -0.062

Here is C35H42BFeGeN6Se as an isolated structure in a non-equilibrium geometry from the Open Molecules 2025 dataset. Energies are from ωB97M-V/def2-TZVPD.

## Properties
DFT total energy: -7454.26906 hartree
Frontier orbital gap (spin up / spin down): 8.576 / 8.027 eV
Molar mass: 764.99 g/mol
⟨S²⟩: 6.010
Total charge: +1
Multiplicity: 5
Highest occupied orbital energy (spin up / spin down): -10.92 / -10.91 eV

Last column: Mulliken spin population.
Atoms and positions in Å:
Fe: -0.072 -0.203 -0.699  3.577
C: -1.184 -4.394 -3.473  -0.002
C: -1.632 -3.067 -2.975  0.004
C: -2.819 -2.397 -3.187  0.022
C: -2.699 -1.194 -2.482  0.014
N: -1.517 -1.145 -1.883  -0.026
N: -0.856 -2.295 -2.185  0.129
B: 0.541 -2.501 -1.626  -0.349
N: 0.454 -2.478 -0.027  0.043
N: -0.509 -1.725 0.623  0.130
C: -0.407 -2.009 1.921  0.051
C: 0.590 -2.960 2.130  0.005
C: 1.122 -3.221 0.883  0.014
C: 2.218 -4.163 0.529  -0.001
C: -1.276 -1.335 2.891  -0.037
C: -2.150 -0.331 2.478  0.031
C: -2.955 0.318 3.397  0.007
C: -2.897 -0.027 4.740  0.002
C: -2.041 -1.034 5.156  -0.001
C: -1.236 -1.688 4.238  0.000
N: 1.491 -1.312 -2.146  0.050
N: 0.985 -0.048 -2.425  0.167
C: 2.002 0.687 -2.873  0.022
C: 3.160 -0.082 -2.943  0.000
C: 2.803 -1.332 -2.468  0.019
C: 3.663 -2.538 -2.321  0.001
C: 1.785 2.111 -3.149  -0.024
C: 0.489 2.609 -3.268  0.020
C: 0.281 3.962 -3.475  0.008
C: 1.363 4.827 -3.571  0.002
C: 2.654 4.334 -3.466  0.000
C: 2.867 2.982 -3.255  0.002
C: -3.646 -0.082 -2.348  -0.022
C: -3.352 1.020 -1.550  -0.037
C: -4.243 2.070 -1.430  0.014
C: -5.452 2.032 -2.112  0.001
C: -5.756 0.940 -2.907  -0.001
C: -4.860 -0.109 -3.025  0.000
H: -1.958 -4.835 -4.095  0.000
H: -0.979 -5.075 -2.648  0.000
H: -0.276 -4.305 -4.070  0.000
H: -3.649 -2.744 -3.771  0.000
H: 1.011 -3.532 -1.966  0.003
H: 0.889 -3.416 3.053  0.001
H: 2.310 -4.924 1.301  0.000
H: 3.171 -3.641 0.462  0.000
H: 2.031 -4.655 -0.420  0.001
H: -2.228 -0.072 1.428  -0.007
H: -3.633 1.090 3.064  0.000
H: -3.525 0.480 5.457  0.000
H: -2.004 -1.318 6.198  0.000
H: -0.577 -2.475 4.572  0.000
H: 4.126 0.207 -3.308  0.001
H: 4.510 -2.471 -3.000  0.000
H: 3.116 -3.450 -2.540  0.000
H: 4.055 -2.608 -1.307  0.001
H: -0.356 1.933 -3.231  -0.012
H: -0.726 4.339 -3.579  0.000
H: 1.199 5.882 -3.738  0.000
H: 3.498 5.004 -3.548  0.000
H: 3.875 2.608 -3.159  0.000
H: -2.416 1.067 -0.999  0.105
H: -3.997 2.915 -0.804  0.001
H: -6.152 2.850 -2.022  0.000
H: -6.694 0.903 -3.440  0.000
H: -5.111 -0.952 -3.650  0.000
C: 0.055 2.082 4.089  0.000
Ge: 1.882 1.416 3.988  0.002
C: 3.053 2.319 5.262  0.001
C: 1.969 -0.518 4.218  -0.001
C: 2.622 1.803 2.187  0.014
Se: 1.472 1.361 0.671  0.044
C: 0.466 3.015 0.503  0.002
H: -0.332 1.949 5.097  0.000
H: -0.599 1.534 3.410  0.000
H: 0.005 3.143 3.853  0.000
H: 2.702 2.156 6.279  0.000
H: 3.073 3.392 5.081  0.000
H: 4.071 1.940 5.191  0.000
H: 1.412 -0.832 5.097  0.000
H: 3.002 -0.839 4.334  0.000
H: 1.544 -1.019 3.349  0.001
H: 3.562 1.278 2.011  0.000
H: 2.823 2.863 2.022  0.003
H: 0.194 3.363 1.495  0.001
H: -0.451 2.814 -0.049  0.002
H: 1.056 3.750 -0.039  0.002

Atoms 1-2, force components in eV/Å:
-0.891 0.872 0.428
-0.007 -0.102 -0.061

- total charge of number 4 (C35H42BFeGeN6Se)?
  +1

- Which formula does entry 2 have?
  C11H19N2